Record 1
Below is C5H13NO in the gas phase in a non-equilibrium geometry, with properties calculated with wB97M-V/def2-TZVPD.

Results
Highest occupied orbital energy, eV: -8.81
Relative energy (zero: lowest compared OMol25 entry of this formula, charge and spin), kcal per mole: 66.08
M, u: 103.16
Multiplicity: 1
Total energy, a.u.: -328.21353
Gap between HOMO and LUMO, eV: 9.826

```
20
Properties=species:S:1:pos:R:3:mulliken_charge:R:1
O 1.13616 -1.94751 -2.04839 -0.523
N 0.56152 1.20419 0.31428 -0.293
C -0.39700 2.40936 0.13641 -0.967
C 1.38501 -0.68370 -1.29602 -0.875
C -1.43893 -0.78421 1.44226 -0.966
C 0.23723 -0.12995 -0.32060 0.156
C -0.22859 -1.25481 0.50650 -0.643
H -0.79753 2.49095 -0.85309 0.352
H 0.88071 1.24947 1.29278 0.267
H -0.61626 -2.07759 -0.05270 0.390
H -0.67331 0.15050 -1.02930 0.247
H 2.32301 -0.76038 -0.70331 0.319
H -1.21433 -0.04508 2.32050 0.214
H -1.64050 -1.74034 1.99627 0.384
H 1.98893 -1.97818 -2.60312 0.333
H -1.22573 2.56922 0.81345 0.290
H 1.32920 0.07066 -2.01105 0.370
H -2.34763 -0.41402 0.78276 0.231
H 0.55363 -1.64750 1.19052 0.334
H 0.18442 3.31892 0.12186 0.379
```



Record 2
Below is 2 unconnected molecules or ions with the total composition C5H13NO in a non-equilibrium geometry, with properties calculated with wB97M-V/def2-TZVPD.

Results
Highest occupied orbital energy, eV: -9.13
Relative energy (zero: lowest compared OMol25 entry of this formula, charge and spin), kcal per mole: 27.26
M, u: 103.16
Multiplicity: 1
Total energy, a.u.: -328.27540
Gap between HOMO and LUMO, eV: 9.633

```
20
Properties=species:S:1:pos:R:3:mulliken_charge:R:1
O 4.52242 -4.18628 4.28976 -0.647
N 1.33122 -0.87426 1.67681 -0.433
C 2.36196 0.93365 0.18915 -0.598
C 0.36799 -1.32055 0.65454 -0.604
C 1.19075 0.56697 -0.79656 -0.694
C 2.58101 -0.26267 1.09721 -0.525
C 0.00000 0.00000 0.00000 -0.521
H -0.33195 0.70646 0.78497 0.291
H 4.58398 -3.29633 4.70502 0.325
H 3.30952 1.19942 -0.31775 0.327
H -0.44915 -1.71135 1.29095 0.340
H 0.69878 -2.14153 -0.01030 0.322
H 3.27005 0.17477 1.84508 0.312
H 1.39673 -0.29241 -1.46327 0.287
H 3.14299 -1.02906 0.52952 0.340
H 2.04166 1.80998 0.78488 0.299
H 0.91341 1.42852 -1.43394 0.318
H -0.82117 -0.09517 -0.73625 0.320
H 1.70290 -1.69145 2.17764 0.216
H 3.74591 -4.12620 3.68836 0.323
```



Record 3
Below is C5H13NO in the gas phase in a non-equilibrium geometry, with properties calculated with wB97M-V/def2-TZVPD.

Results
Highest occupied orbital energy, eV: -8.54
Relative energy (zero: lowest compared OMol25 entry of this formula, charge and spin), kcal per mole: 33.19
M, u: 103.16
Multiplicity: 1
Total energy, a.u.: -328.26596
Gap between HOMO and LUMO, eV: 9.512

```
20
Properties=species:S:1:pos:R:3:mulliken_charge:R:1
O -2.32613 1.91626 0.20176 -0.510
N -0.70041 0.49783 -0.75025 -0.242
C -1.15666 1.82700 -0.64880 -0.357
C 2.25818 -1.82457 -0.17753 -1.633
C 0.68265 0.17528 -0.41463 -0.576
C 0.36611 -1.42795 1.47368 -1.300
C 0.85353 -1.26562 0.02803 0.597
H 0.84064 -0.86327 2.27307 0.345
H -1.33031 -0.23992 -0.49468 0.223
H 2.73144 -1.64954 -1.13953 0.389
H -0.65817 -1.01920 1.48302 0.308
H -0.38478 2.48378 -0.20477 0.277
H 2.96387 -1.42179 0.57092 0.337
H 1.28946 0.39282 -1.30957 0.290
H -2.27563 2.83811 0.46547 0.314
H 1.02110 0.85744 0.37148 0.279
H 0.16816 -1.90207 -0.55575 0.184
H -1.33222 2.26855 -1.64404 0.290
H 0.18900 -2.47946 1.71202 0.393
H 2.23112 -2.86714 0.13689 0.393
```



Record 4
Below is 2 unconnected molecules or ions with the total composition C5H13NO2, with properties calculated with wB97M-V/def2-TZVPD.

Results
Highest occupied orbital energy (spin up / spin down), eV: 0.13 / -3.54
Net charge: -1
Relative energy (zero: lowest compared OMol25 entry of this formula, charge and spin), kcal per mole: 27.44
M, u: 119.16
Multiplicity: 2
Total energy, a.u.: -403.49816
Gap between HOMO and LUMO (spin up / spin down), eV: 3.842 / 7.482

```
21
Properties=species:S:1:pos:R:3:mulliken_charge:R:1
O 0.66942 2.52532 0.30641 -0.808
O 0.15410 -1.75772 -0.17251 -0.530
N 1.91993 0.25416 0.97734 -0.681
C -1.83554 -0.51393 0.52233 -0.361
C -1.08528 -1.84332 0.49607 -0.576
C 2.16082 0.71896 -0.39980 -0.262
C 1.21029 1.86332 -0.67835 -0.525
C -1.95055 0.12464 -0.85661 -0.977
H 1.06725 2.13115 -1.73202 0.445
H -2.32595 -0.58434 -1.60190 0.358
H 1.99133 -0.10148 -1.10974 0.120
H -1.30122 0.19567 1.16432 0.271
H 3.20958 1.05470 -0.57081 0.257
H 2.80739 -0.00901 1.39399 0.209
H -2.81826 -0.66251 0.98031 0.360
H -0.93557 -2.22945 1.51377 0.283
H -0.97185 0.46286 -1.18984 0.115
H -2.61002 0.99153 -0.81862 0.307
H 0.71454 -1.15725 0.36286 0.421
H -1.69351 -2.56668 -0.05183 0.339
H 1.62309 1.10341 1.46462 0.236
```